The following is a DFT calculation (the ωB97M-V functional and the def2-TZVPD basis) of 2 unconnected molecules or ions with the total composition C4H13N2O2 in a non-equilibrium geometry.

Element x y z (Å)
1 N 0.679 1.637 1.094
2 C 0.345 1.025 -0.215
3 C 0.815 -0.440 -0.080
4 N 0.517 -1.500 -0.814
5 C -0.202 -1.635 -2.088
6 C -1.668 -2.095 -2.036
7 O 1.687 -0.564 0.805
8 H 1.411 0.930 1.433
9 H -0.192 1.693 1.665
10 H 1.149 2.534 1.005
11 H -0.717 1.111 -0.406
12 H 0.924 1.508 -0.996
13 H 1.170 -2.240 -0.589
14 H 0.028 -0.676 -2.619
15 H 0.311 -2.389 -2.684
16 H -1.860 -2.610 -1.092
17 H -1.884 -2.757 -2.875
18 H -2.356 -1.248 -2.084
19 H -2.252 2.912 2.295
20 H -1.158 3.229 3.281
21 O -1.490 2.512 2.727

Summary:
**Orbital gap**: 10.797 eV
**Lowest unoccupied orbital energy**: -0.11525 Ha
**Net charge**: +1
**Energy above the lowest of the compared OMol25 structures with the same formula, charge and spin**: 1.390 eV